The following is a quantum chemistry calculation of 2 unconnected molecules or ions with the total composition C2H2ClO3P, from the Open Molecules 2025 dataset.

Computed properties:
HOMO-LUMO gap (spin up / spin down) ... 6.941 / 6.217 eV
Multiplicity ... 1
F_max ... 3.6 eV/A

Atoms and positions in Å:
1 C -1.4762 -1.5577 0.4119
2 C -0.2823 0.0692 -1.0504
3 O 1.9437 1.2803 -0.6568
4 O -0.5476 -1.8639 0.9539
5 O 1.3158 -0.7146 0.9547
6 P 0.9940 0.4898 0.1074
7 Cl 0.0561 1.9535 1.3521
8 H -1.6525 -0.6830 -0.4631
9 H -0.3509 1.0264 -1.6096

Force components x, y, z for each atom (eV/Å):
-0.1 0.6 -0.2
-1.9 2.2 0.2
1.0 0.5 -1.4
-0.9 -1.7 0.9
0.1 1.7 -1.0
1.0 -1.4 3.2
-0.3 -1.0 -0.7
1.2 -0.3 -0.6
-0.2 -0.7 -0.5